# 1
Entry from the OMol25 dataset: a single C10H7FOS molecule at a distorted geometry (ωB97M-V with the def2-TZVPD basis set).

Cartesian coordinates (Å):
1 C 3.38752 0.09504 -0.09109
2 C 2.74888 1.19675 0.44586
3 C 2.66264 -1.07507 -0.43122
4 C 1.37908 1.10646 0.59656
5 C 1.29212 -1.04958 -0.34003
6 C 0.57166 0.01959 0.21091
7 C -3.47791 0.63789 -0.30562
8 C -3.45648 -0.69134 0.12583
9 C -0.80303 -0.05030 0.50767
10 C -2.34592 1.31901 -0.63024
11 O -1.70208 -2.64836 0.99104
12 F -1.96014 2.59932 -0.59065
13 S -1.83899 -1.37731 0.20513
14 H 4.40990 -0.08669 -0.36072
15 H 3.18059 2.19767 0.75277
16 H 3.20602 -1.87044 -0.76046
17 H 0.92238 2.00149 0.95637
18 H 0.55367 -1.85198 -0.65420
19 H -4.38548 0.81349 -0.74732
20 H -4.34444 -1.28567 0.11940

HOMO (alpha / beta) = -7.816 / -8.514 eV
Spin multiplicity = 1
E_LUMO (alpha / beta) = -1.6 / -1.3 eV
Max |F| = 0.09051 Eh/bohr

***

# 2
Entry from the OMol25 dataset: a single C8H19BN2 molecule at a distorted geometry (ωB97M-V with the def2-TZVPD basis set).

Cartesian coordinates (Å):
1 B -0.16107 -0.30746 -0.25461
2 C 0.54980 2.61529 1.53261
3 C 0.15468 1.34209 1.71408
4 C -1.68995 -0.33366 1.98784
5 C 0.73836 -2.42779 -1.06106
6 C 1.35825 -1.68413 1.20817
7 C -1.09807 1.51714 -1.66852
8 C 0.62131 0.19183 -2.59264
9 C -0.81059 0.49608 1.02256
10 N 0.74028 -1.34751 -0.07776
11 N -0.32381 0.31054 -1.50576
12 H 1.24873 3.11752 2.19132
13 H 0.15258 3.24368 0.62637
14 H 0.59643 0.88491 2.51819
15 H -1.46376 -1.38243 2.05799
16 H -1.69809 -0.02181 2.98506
17 H -2.66771 -0.34743 1.53729
18 H 0.33744 -3.26140 -0.50111
19 H -0.00250 -2.08090 -1.85567
20 H 1.72078 -2.69427 -1.40941
21 H 2.03153 -0.82627 1.51667
22 H 0.62552 -1.68826 2.09286
23 H 1.82182 -2.65205 1.09146
24 H -1.50740 1.43394 -2.69093
25 H -1.94986 1.75539 -1.05587
26 H -0.40354 2.33047 -1.51104
27 H 0.39205 -0.49633 -3.46265
28 H 0.72810 1.26740 -2.96856
29 H 1.46281 -0.17099 -2.09083
30 H -1.50413 1.21643 0.62394

SMILES string = C=C[C@H](C)B(N(C)C)N(C)C
HOMO = -8.046 eV
Spin multiplicity = 1
E_LUMO = 0.8 eV
Max |F| = 0.05331 Eh/bohr

***

# 3
Entry from the OMol25 dataset: a molecular structure, C25H36N3Os (ωB97M-V with the def2-TZVPD basis set).

Cartesian coordinates (Å):
1 Os 0.52526 -0.66480 -0.05387
2 C 2.40119 -1.73992 -2.09346
3 N 1.49388 -2.26474 -1.02444
4 C 0.50877 -3.18268 -1.67331
5 C 2.31151 -3.01373 -0.01017
6 C 1.61658 -2.95516 1.32782
7 N 1.36033 -1.51967 1.69492
8 C 0.50601 -1.49145 2.91727
9 C 2.66046 -0.89868 2.08501
10 H 2.96454 -2.57543 -2.51220
11 H 3.09489 -1.01565 -1.66941
12 H 1.80685 -1.27637 -2.87651
13 H 1.05267 -3.90511 -2.28343
14 H -0.16242 -2.60769 -2.30820
15 H -0.06638 -3.71775 -0.92197
16 H 3.29607 -2.55156 0.03520
17 H 2.44949 -4.04482 -0.33880
18 H 2.22084 -3.42775 2.10487
19 H 0.66248 -3.48162 1.30513
20 H 1.04551 -1.96529 3.73911
21 H -0.42558 -2.01855 2.74691
22 H 0.29457 -0.45651 3.17453
23 H 3.16246 -1.54248 2.80867
24 H 2.45902 0.05570 2.55970
25 H 3.30526 -0.75137 1.22277
26 C -1.54011 2.15541 2.64605
27 N -2.38279 2.64100 1.51685
28 C -3.82171 2.72585 1.92811
29 C -2.14424 1.86071 0.22850
30 C -2.43205 0.38675 0.33671
31 C -3.76565 -0.02132 0.27544
32 C -4.13778 -1.35372 0.37077
33 C -3.16235 -2.31922 0.54617
34 C -1.82979 -1.93194 0.60731
35 C -1.43327 -0.59897 0.47304
36 H -1.65793 2.83050 3.48999
37 H -0.50090 2.13287 2.32467
38 H -1.87855 1.15858 2.91823
39 H -2.08901 3.59701 1.30882
40 H -4.15834 1.73807 2.22758
41 H -4.41041 3.09973 1.09390
42 H -3.89626 3.41141 2.76859
43 H -1.10590 2.05051 -0.03735
44 H -2.78842 2.32666 -0.51641
45 H -4.53569 0.72513 0.12063
46 H -5.18077 -1.63245 0.30776
47 H -3.43077 -3.36312 0.64012
48 H -1.08642 -2.71221 0.74842
49 C 0.46771 1.88841 -4.39027
50 C -0.24184 0.88325 -3.70455
51 C -0.01830 0.67527 -2.36075
52 C 0.95859 1.42144 -1.67707
53 C 1.29123 1.08153 -0.31569
54 C 2.22133 1.88089 0.36741
55 C 2.83792 2.94870 -0.27657
56 C 2.59120 3.19856 -1.61812
57 C 1.65998 2.43640 -2.35860
58 C 1.38751 2.66200 -3.73032
59 H 0.26412 2.05999 -5.43828
60 H -0.98937 0.30490 -4.23250
61 H -0.68569 -0.02437 -1.82927
62 H 2.49288 1.67600 1.39214
63 H 3.54925 3.56066 0.26128
64 H 3.12652 3.99839 -2.11765
65 H 1.91178 3.45382 -4.25117

HOMO (alpha / beta) = -17.289 / -17.288 eV
Spin multiplicity = 1
E_LUMO (alpha / beta) = -10.9 / -10.9 eV
Max |F| = 0.00218 Eh/bohr
Net charge = +3

***

# 4
Entry from the OMol25 dataset: 2 unconnected molecules or ions with the total composition C8H18IN5 at a distorted geometry (ωB97M-V with the def2-TZVPD basis set).

Cartesian coordinates (Å):
1 C 0.05967 3.28339 -2.47428
2 C -0.49957 -0.59697 2.60178
3 C 1.47720 -1.53382 1.31619
4 C -1.35356 -1.70690 2.08958
5 C 0.54116 -2.68769 0.91011
6 C -1.11912 -0.92898 -0.09479
7 C 0.62173 -0.34359 1.68311
8 C -0.12199 0.26076 0.33869
9 N 0.54840 3.24009 -3.53253
10 N -0.41161 3.58483 -1.32378
11 N 0.51792 0.86584 -0.75033
12 N -0.86570 -2.09711 0.71042
13 N 0.87576 2.73006 -4.66167
14 I 1.61608 -0.32035 -2.19988
15 H -1.01720 0.31108 2.92933
16 H 0.06699 -0.93007 3.56720
17 H 2.20445 -1.84265 2.19627
18 H 2.33233 -1.26594 0.61503
19 H -1.43489 -2.53143 2.79482
20 H -2.50862 -1.36833 2.10228
21 H 0.80672 -3.06867 -0.04774
22 H 0.37758 -3.50043 1.60065
23 H -2.13312 -0.62388 -0.01381
24 H -0.99680 -1.09855 -1.16331
25 H 1.22086 0.40784 2.12603
26 H -0.75005 0.98927 0.74146
27 H -0.84137 2.84328 -0.83119
28 H -0.95130 4.52520 -1.14311
29 H -1.28051 -2.86981 0.22168
30 H 1.16357 1.51873 -0.41060
31 H 1.81579 2.47576 -4.75985
32 H 0.03919 2.27906 -5.13776

HOMO = -15.432 eV
Spin multiplicity = 1
E_LUMO = -6.9 eV
Max |F| = 0.08875 Eh/bohr
Net charge = +2

***

The calculation returns the following energy relative to the best compared isomer or geometry (same formula, charge and spin) values, one per record and in order: 521.0, 124.5, 0.0, 74.2 kJ/mol.